# 1
Density functional theory data (ωB97M-V/def2-TZVPD) for a molecular structure, C36H48N6O2RuSSb2 in a non-equilibrium geometry.

XYZ file:
```
96
Properties=species:S:1:pos:R:3:lowdin_spin:R:1
Ru -0.40944 -0.07303 0.06817 3.224
N -0.38044 0.45207 2.56947 0.086
C 0.83036 1.18757 2.95457 0.007
C 1.60766 0.38767 4.01707 0.001
C 2.96636 0.90487 4.50177 0.000
C 2.93916 2.22417 5.27327 0.000
N 3.01806 3.34017 4.34467 0.000
C 3.51516 4.53787 4.61167 0.000
N 3.65416 5.40607 3.60527 0.000
N 3.82666 4.91437 5.85177 0.000
C 1.73916 1.45377 1.68517 0.011
O 2.57866 2.33617 1.79157 0.021
O 1.52666 0.72357 0.68517 0.089
H -1.21324 1.00247 2.76337 0.002
H -0.44494 -0.41593 3.10437 0.001
H 0.55986 2.18167 3.32817 0.002
H 1.79006 -0.60763 3.60257 0.000
H 0.95736 0.27867 4.89117 0.000
H 3.65846 1.00047 3.66557 0.000
H 3.37156 0.13817 5.16407 0.000
H 3.80026 2.24787 5.94897 0.000
H 2.02976 2.29267 5.88097 0.000
H 2.85826 3.09007 3.35587 0.000
H 3.50866 5.10287 2.65597 0.000
H 4.04316 6.32097 3.75617 0.000
H 3.72116 4.29647 6.63947 0.000
H 4.25036 5.80837 6.02937 0.000
C -3.62714 -1.16313 0.95247 0.008
C -3.41754 -0.94993 -0.53953 0.008
C -2.35004 0.08827 -0.80853 -0.004
Sb 0.85146 0.46127 -2.30713 0.606
C -0.09514 -0.16423 -4.16553 0.090
C -1.05034 -1.16793 -4.15403 0.023
C -1.55214 -1.65353 -5.35033 0.005
C -1.11324 -1.12343 -6.55153 0.013
C -0.16004 -0.11843 -6.55793 0.001
C 0.34606 0.37217 -5.36513 0.019
C 2.78856 -0.38263 -2.73383 0.095
C 2.88636 -1.36863 -3.70833 0.028
C 4.13036 -1.88663 -4.02303 0.004
C 5.26556 -1.41953 -3.37503 0.018
C 5.15696 -0.44283 -2.39793 -0.001
C 3.91476 0.07707 -2.06863 0.020
Sb -2.32614 -2.74133 1.79937 0.030
C -0.53544 -2.38213 0.50547 0.044
C -0.57904 -2.84583 -0.81843 0.070
C 0.58876 -3.08073 -1.52943 0.065
C 1.82486 -2.86793 -0.93433 0.037
C 1.89206 -2.44333 0.38587 0.044
C 0.72666 -2.22263 1.10957 0.035
C -3.05474 -4.41093 0.61707 0.003
C -2.20584 -5.49883 0.45787 0.002
C -2.60654 -6.56823 -0.32473 0.000
C -3.86204 -6.55813 -0.91243 0.002
C -4.70564 -5.47093 -0.74703 0.000
C -4.31464 -4.39653 0.03777 0.001
H -4.65294 -1.44153 1.19177 0.000
H -3.38374 -0.24253 1.48937 0.000
H -4.36064 -0.58313 -0.96763 -0.003
H -3.22244 -1.88953 -1.06363 -0.001
H -2.71324 1.05047 -0.42203 0.002
H -2.20284 0.19557 -1.89263 0.018
H -1.39204 -1.58213 -3.21383 0.003
H -2.28154 -2.44783 -5.33803 0.000
H -1.51144 -1.49473 -7.48333 0.001
H 0.19116 0.28587 -7.49363 0.000
H 1.08026 1.16437 -5.37283 0.002
H 2.00446 -1.72933 -4.21713 0.002
H 4.20046 -2.65843 -4.77723 0.000
H 6.23206 -1.82023 -3.64053 0.001
H 6.03776 -0.07803 -1.89163 0.000
H 3.82656 0.83517 -1.30033 0.001
H -1.52644 -3.12183 -1.26183 0.001
H 0.52646 -3.47023 -2.53503 0.001
H 2.73266 -3.08473 -1.47483 0.000
H 2.85106 -2.32663 0.86707 0.002
H 0.79096 -2.03253 2.17637 0.001
H -1.23684 -5.50883 0.94127 0.000
H -1.94484 -7.41073 -0.45183 0.000
H -4.19154 -7.41303 -1.48183 0.000
H -5.67574 -5.45543 -1.22053 0.000
H -4.98904 -3.56263 0.17977 0.000
C -3.19104 3.20167 2.09307 0.003
N -3.07844 3.78927 0.78167 0.015
C -2.03184 3.67367 -0.02943 0.034
S -0.66394 2.70597 0.36567 0.179
N -2.00094 4.34787 -1.17153 0.021
C -2.99654 5.30777 -1.59663 0.003
H -4.23184 3.22867 2.40397 0.000
H -2.59174 3.75347 2.81967 0.001
H -2.85604 2.16507 2.06327 0.001
H -3.74694 4.51697 0.57007 0.000
H -1.16824 4.25157 -1.73373 0.001
H -3.97354 4.83197 -1.68593 0.001
H -2.71474 5.70317 -2.56743 0.000
H -3.06204 6.14287 -0.89613 0.001
```

Output
- Charge: +3
- 2S+1: 6
- E_HOMO (alpha / beta): -0.54646 / -0.55329 hartree
- Orbital gap (alpha / beta): 5.7 / 4.9 eV


# 2
Density functional theory data (ωB97M-V/def2-TZVPD) for 8 unconnected molecules or ions with the total composition C5H26N2O8 in a non-equilibrium geometry.

XYZ file:
```
41
Properties=species:S:1:pos:R:3:lowdin_charge:R:1
C -1.54812 0.78326 -2.43646 -0.150
N -1.33724 1.93540 -1.61427 -0.056
C -1.20042 1.55382 -0.18002 -0.354
C -2.49925 1.18185 0.38284 -0.158
C -2.72940 0.42424 1.65733 -0.192
O -1.98522 -0.48808 1.88662 0.028
C -0.15706 0.47981 -0.05003 -0.250
N 1.09228 0.76951 0.73115 0.023
H -0.85161 0.53792 -3.26344 0.089
H -1.63695 -0.24636 -1.90265 0.113
H -2.48052 1.00199 -2.89085 0.068
H -2.01451 2.59274 -1.76435 0.073
H -0.99046 2.45265 0.45631 0.165
H -3.26859 1.89508 0.31424 0.098
H -3.03111 0.58415 -0.43554 0.148
H -3.48269 0.63729 2.43278 0.131
H -0.66560 -0.50409 0.06808 0.093
H 0.24179 0.31347 -1.11458 0.105
H 0.98090 0.92081 1.76151 0.066
H 1.84216 0.04780 0.54580 0.056
H 1.01577 2.38738 -1.79455 -0.013
H 2.47381 2.02713 -1.76773 0.053
O 1.72762 2.21220 -2.42316 -0.098
H 2.29343 -3.22585 -1.61210 -0.022
H 1.23565 -2.06357 -1.99124 0.104
O 1.50301 -3.06655 -2.03310 -0.064
H 1.53552 -2.05694 0.84747 -0.017
H 3.06436 -1.68862 0.89500 0.092
O 2.28180 -1.79704 0.29399 -0.084
H 2.60740 2.89052 0.32218 0.023
H 2.57851 4.39062 -0.45601 0.021
O 3.04348 3.73328 0.04290 -0.081
H 1.06659 -0.36862 4.45584 -0.015
H 0.16343 -0.70774 3.28430 -0.015
O 0.57774 -0.01956 3.79084 -0.001
H -0.34764 -3.36119 -0.99508 -0.039
H -0.18799 -4.79070 -0.88950 -0.002
O -0.78137 -4.12122 -0.70550 -0.005
H -0.14689 -2.55773 2.76095 0.067
H -0.34971 -2.32654 1.39794 0.017
O 0.36709 -2.36255 1.99209 -0.017
```

Output
- Structure (SMILES): CN[C@H](CN)CC=O.O.O.O.O.O.O.O
- 2S+1: 1
- E_HOMO: -0.33371 hartree
- Orbital gap: 9.3 eV


- What is the formula in the first record?
  C36H48N6O2RuSSb2